Formula: C3H3I
Source: the Open Molecules 2025 dataset
Level of theory: wB97M-V/def2-TZVPD

Results
* net charge: 0
* orbital gap (spin up / spin down): 6.5 / 6.5 eV
* relative energy (zero: lowest compared OMol25 entry of this formula, charge and spin): 509.70 kJ/mol
* maximum force: 3.2 eV/A
* energy: -11252.5264 eV

The geometry in XYZ format:
```
7
Properties=species:S:1:pos:R:3:forces:R:3:lowdin_charge:R:1
C -1.8119 -1.5562 -0.2148 -0.75 0.57 -0.17 -0.18
C -1.1443 -0.6867 0.3102 2.53 1.46 0.10 -0.12
C 1.1827 1.0192 0.1725 -2.78 1.19 -1.17 -0.59
I 2.8472 -0.1080 0.0382 -0.44 0.16 -0.01 0.89
H -2.7471 -1.8402 -0.6375 0.03 -0.67 -0.07 -0.03
H 0.6998 1.5607 -0.7559 1.19 -1.71 1.73 0.04
H 0.9736 1.6112 1.0872 0.23 -1.00 -0.41 -0.01
```
Positions in Å, forces in eV/Å.